Formula: C32H60O15S
Source: the OMol25 dataset
Level of theory: ωB97M-V with the def2-TZVPD basis set

Atoms and positions in Å:
C 4.0312 2.1893 2.1081
C 4.2016 2.4459 0.6119
C 3.4430 3.7005 0.1789
C 3.0437 3.6004 -1.2734
O 2.4148 4.7533 -1.8173
C 1.3767 5.2974 -1.1126
O 1.0625 6.5401 -1.7884
S -0.2413 7.1275 -1.0500
O 0.1454 7.8713 0.0940
O -1.0819 7.6980 -2.0295
O -0.7837 5.7210 -0.5481
C 0.0131 4.6055 -1.1568
C -0.1708 3.4186 -0.2062
O -1.2278 2.5759 -0.6063
C -0.8533 1.3022 -1.1125
C -0.5686 0.2465 -0.0538
C -1.6269 0.2816 1.0309
C -0.5585 4.3819 -2.5546
C -2.0095 4.7148 -2.7810
O -2.3796 5.3621 -3.7098
O -2.9005 4.1062 -1.9237
C -3.7751 4.8880 -1.2305
C -4.7558 4.0924 -0.4605
O -3.7502 6.0877 -1.2040
H 3.1623 1.5709 2.2814
H 3.8638 3.1384 2.6072
H 4.9103 1.7343 2.5428
H 3.7936 1.6135 0.0433
H 5.2494 2.5481 0.3492
H 4.0380 4.5891 0.3655
H 2.5780 3.7641 0.8308
H 3.9496 3.4675 -1.8538
H 2.4459 2.7072 -1.4481
H 1.6074 5.6306 -0.0993
H -0.4210 3.8101 0.7740
H 0.7346 2.8321 -0.1493
H -0.0208 1.3968 -1.8155
H -1.7097 0.9588 -1.6859
H -0.6183 -0.7197 -0.5372
H 0.4192 0.3954 0.3817
H -1.5891 1.1986 1.6059
H -1.5308 -0.5586 1.7064
H -2.6081 0.2279 0.5707
H -0.0046 4.9188 -3.3098
H -0.4518 3.3251 -2.7886
H -5.6333 3.8485 -1.0468
H -5.0708 4.7439 0.3436
H -4.3368 3.1971 -0.0188
C 5.2272 -1.1619 3.4683
C 3.8422 -1.0923 4.0698
C 3.6314 -1.8189 5.3773
O 2.9489 -0.4839 3.5339
H 5.2484 -0.6065 2.5344
H 5.9572 -0.7355 4.1583
H 5.4982 -2.1979 3.2716
H 4.3012 -1.4203 6.1408
H 3.8383 -2.8829 5.2529
H 2.6020 -1.6912 5.7014
C -3.8736 -3.7957 -1.5497
C -2.7582 -3.3775 -0.6281
C -2.1695 -4.4481 0.2573
O -2.3626 -2.2312 -0.6169
H -4.2029 -2.9346 -2.1263
H -3.5211 -4.5741 -2.2308
H -4.7157 -4.1867 -0.9768
H -1.7453 -5.2455 -0.3554
H -2.9404 -4.8677 0.9053
H -1.3819 -4.0182 0.8723
C 0.1289 -7.6390 -3.5136
C -1.2936 -7.5156 -3.0302
C -1.7517 -8.4863 -1.9759
O -2.0202 -6.6488 -3.4580
H 0.3208 -6.8462 -4.2319
H 0.8109 -7.5229 -2.6697
H 0.3060 -8.6027 -3.9937
H -1.1054 -8.3748 -1.1049
H -1.6978 -9.5153 -2.3352
H -2.7785 -8.2587 -1.7001
C 2.3019 -1.9087 -2.5167
C 1.0991 -2.8218 -2.5670
C -0.1903 -2.2216 -3.0715
O 1.1624 -3.9758 -2.2157
H 3.1603 -2.4563 -2.1353
H 2.5297 -1.5327 -3.5152
H 2.0968 -1.0593 -1.8619
H -0.0603 -1.8580 -4.0923
H -0.4886 -1.3855 -2.4365
H -0.9729 -2.9757 -3.0563
C -2.9959 6.3734 3.8263
C -4.3927 6.3732 3.2503
C -4.7954 7.5792 2.4393
O -5.1457 5.4445 3.4296
H -2.8328 5.4510 4.3782
H -2.2608 6.4488 3.0229
H -2.8671 7.2222 4.4995
H -4.1270 7.6821 1.5819
H -4.7371 8.4814 3.0500
H -5.8141 7.4541 2.0820
C 2.0215 -8.9386 0.9642
C 1.2954 -7.6171 0.8978
C 2.1343 -6.3724 1.0407
O 0.1004 -7.5577 0.7356
H 1.3096 -9.7516 0.8479
H 2.7671 -8.9961 0.1696
H 2.5282 -9.0398 1.9249
H 2.8824 -6.3306 0.2474
H 2.6452 -6.3839 2.0047
H 1.4977 -5.4923 0.9752

Atomic forces in eV per Å
0.0 0.4 -0.4
-0.1 0.2 0.0
-0.1 -0.3 0.2
0.4 0.1 0.2
-0.1 0.1 -0.2
-0.1 0.6 -0.6
-0.1 0.2 0.2
0.2 0.2 -0.3
0.1 0.0 0.3
0.0 0.0 -0.1
0.1 -0.4 -0.2
-1.3 0.5 0.6
-0.5 -0.4 -0.3
0.2 0.0 0.2
-0.1 -0.2 -0.1
0.0 0.7 0.3
-0.1 0.0 -0.1
0.6 -0.7 -0.1
-0.2 0.5 -0.6
0.0 -0.2 0.2
0.2 0.1 0.0
-0.4 0.8 0.1
-0.2 -0.1 0.7
0.4 -0.4 -0.3
-0.1 -0.2 0.2
0.1 0.2 0.3
0.1 -0.3 0.2
0.1 -0.3 -0.1
0.2 -0.1 -0.1
0.1 0.2 -0.1
-0.4 0.1 0.0
0.1 0.1 -0.3
-0.3 -0.1 0.0
0.3 -0.7 0.4
0.2 0.1 0.3
0.5 0.0 0.1
0.2 0.1 -0.1
-0.2 0.1 -0.1
0.2 -0.2 0.0
0.2 -0.1 0.0
0.1 0.2 0.1
0.1 -0.2 0.1
-0.2 -0.1 0.0
0.1 0.3 -0.1
0.0 -0.2 -0.1
0.0 -0.1 -0.3
-0.3 0.0 0.2
0.1 -0.3 -0.2
-0.1 0.1 -0.1
0.1 -0.1 0.1
-0.2 0.1 0.0
-0.1 0.0 -0.1
0.0 0.0 0.0
0.0 -0.1 0.0
0.1 -0.1 0.1
0.1 -0.1 0.0
0.1 0.0 0.0
0.0 0.0 0.0
0.0 0.1 -0.1
-0.2 0.0 -0.1
0.2 0.3 0.0
0.1 -0.1 0.1
0.0 0.0 0.0
0.0 -0.1 0.1
0.0 -0.1 0.0
-0.1 -0.1 0.0
0.0 -0.1 -0.1
0.0 0.0 0.0
0.0 0.2 -0.1
0.0 -0.1 -0.1
-0.1 0.1 0.0
-0.1 0.1 0.0
0.0 0.0 0.0
0.0 -0.1 0.0
0.0 -0.1 0.1
0.0 -0.2 0.1
0.1 0.0 0.0
0.0 0.0 0.0
0.1 -0.2 0.1
-0.2 0.1 0.0
0.0 -0.1 0.0
0.1 -0.2 0.1
0.0 0.0 0.0
0.0 0.1 0.0
0.0 0.1 -0.1
0.0 0.1 0.0
0.0 0.0 -0.1
0.0 0.0 0.0
-0.1 -0.2 0.0
0.0 0.0 0.0
-0.1 -0.2 0.0
0.0 -0.1 0.0
0.0 0.0 0.0
0.0 0.1 0.0
0.1 0.1 -0.1
0.0 0.1 0.0
0.1 0.0 -0.1
0.0 0.0 0.0
-0.2 -0.1 0.0
0.2 0.1 0.0
-0.2 0.1 0.0
-0.2 0.0 0.0
0.0 0.0 0.0
0.1 0.0 0.1
0.1 0.0 0.0
0.1 0.0 0.1
0.1 0.0 0.0
0.0 0.0 0.0

Properties
Calculated total energy: -2782.05014 Eh
Lowest unoccupied orbital energy: 0.13 eV
Orbital gap: 9.5 eV
SMILES: CCCCO[C@H]1OS(=O)(=O)O[C@@]1(COCCC)CC(=O)OC(C)=O.CC(C)=O.CC(C)=O.CC(C)=O.CC(C)=O.CC(C)=O.CC(C)=O

These are the Mulliken partial charges, in e, on atoms 1 to 5:
1 C -1.217
2 C -0.547
3 C -0.191
4 C -0.839
5 O -0.453


Formula: C8H12
Source: the OMol25 dataset
Level of theory: ωB97M-V with the def2-TZVPD basis set

Atoms and positions in Å:
C -2.0113 -1.1415 -0.0839
C -1.5009 0.3170 -0.0643
C 0.0626 0.4059 -0.0671
C 0.6165 1.7969 0.0286
C 0.5504 -0.1550 1.1377
C 1.5565 -1.0510 0.8133
C 1.8696 -0.9169 -0.7239
C 0.7987 -0.1822 -1.1970
H -3.0498 -1.2435 0.1234
H -1.3474 -1.6456 0.7416
H -1.6282 -1.8323 -0.8604
H -1.9116 0.7205 -1.0066
H -1.9935 1.0682 0.7266
H 0.6490 2.4591 1.1589
H 1.6889 1.5807 -0.1924
H 0.0767 2.5890 -0.6928
H 0.2114 -0.1504 2.0936
H 2.3608 -1.2832 1.5578
H 2.6589 -1.4753 -1.3351
H 0.3429 0.1397 -2.1578

Atomic forces in eV per Å
3.5 -1.1 2.6
-1.2 1.3 -1.2
-3.8 1.1 0.7
0.4 5.1 1.2
4.1 -4.9 -1.7
1.8 2.6 -0.5
-2.1 -0.5 0.2
0.8 -1.1 -0.4
-0.7 -0.2 0.1
-1.8 0.6 -0.6
-0.6 1.1 -0.6
0.5 0.4 0.1
1.2 -2.1 -1.2
-0.6 -2.4 -3.1
-0.7 1.3 0.0
1.5 -1.9 1.2
-1.2 0.9 2.6
-1.0 -0.6 -0.7
-1.3 1.0 1.2
1.3 -0.6 0.2

Properties
Relative energy (zero: lowest compared OMol25 entry of this formula, charge and spin): 68.02 kcal/mol
Calculated total energy: -311.87801 Eh
Lowest unoccupied orbital energy: 0.96 eV
Orbital gap: 9.4 eV
SMILES: CCC1(C)C=CC=C1

These are the Mulliken partial charges, in e, on atoms 1 to 5:
1 C -1.134
2 C -0.726
3 C 2.091
4 C -1.506
5 C -1.363


Question: The highest orbital gap belongs to which entry?
Answer: C32H60O15S


Question: Among the records above, which one has the highest orbital gap?
Answer: C32H60O15S


Question: The highest calculated total energy belongs to which entry?
Answer: C8H12


Question: Which of these has the lowest lowest unoccupied orbital energy?
Answer: C32H60O15S